# 1
18
Properties=species:S:1:pos:R:3:mulliken_charge:R:1 method="wB97M-V/def2-TZVPD" total_charge=+1 lumo_ev="-4.67 / -4.17" homo_energy_ev="-11.65 / -11.94"
C -0.330 -2.024 0.041 -0.15
C 1.154 -1.375 0.095 -0.44
C 1.272 -0.021 -0.480 -0.28
C -1.458 -0.038 -0.468 -0.23
C 1.722 1.062 0.348 -1.11
N -1.336 -1.271 -0.127 -0.30
N -2.469 0.796 0.293 -0.21
H -0.434 -3.120 -0.207 0.34
H 1.654 -1.550 1.076 0.37
H 1.686 -2.018 -0.567 0.33
H 1.142 0.111 -1.528 0.49
H -0.371 0.443 -0.485 0.05
H 1.201 2.054 0.264 0.35
H 2.760 0.983 0.315 0.39
H 1.641 0.977 1.536 0.31
H -2.750 0.022 0.847 0.34
H -3.134 1.195 -0.425 0.39
H -1.976 1.614 0.711 0.34

# 2
18
Properties=species:S:1:pos:R:3:mulliken_charge:R:1 method="wB97M-V/def2-TZVPD" total_charge=+1 lumo_ev="-4.37 / -4.37" homo_energy_ev="-12.05 / -12.05"
C -0.360 1.731 0.963 -0.36
C 0.156 0.490 3.025 -0.43
C -0.216 0.211 -1.229 0.19
C -1.619 0.247 -1.549 -1.14
C 1.709 -1.009 -0.284 -0.81
N -0.152 1.193 2.042 -0.02
N 0.408 -0.867 -0.730 -0.08
H -0.853 2.581 0.641 0.39
H 1.061 0.859 3.432 0.27
H -0.292 -0.284 3.529 0.33
H 0.290 1.106 -1.503 0.41
H -1.740 0.290 -2.636 0.35
H -2.321 1.065 -1.070 0.29
H -2.088 -0.665 -1.284 0.36
H 2.360 -1.660 -0.833 0.36
H 2.286 -0.128 -0.605 0.31
H 1.838 -1.213 0.799 0.30
H -0.223 -1.604 -0.338 0.29

# 3
18
Properties=species:S:1:pos:R:3:mulliken_charge:R:1 method="wB97M-V/def2-TZVPD" total_charge=+1 lumo_ev="-4.81 / -4.81" homo_energy_ev="-13.73 / -13.73"
C 2.899 0.117 -0.640 -0.17
C 0.066 0.488 -0.808 0.65
C 0.055 1.626 -1.658 -1.11
C -1.087 -0.750 2.195 -0.94
C -0.622 -1.236 0.793 -0.50
N 1.941 -0.576 -0.444 -0.36
N -0.803 -0.200 -0.220 -0.12
H 2.959 1.241 -1.089 0.20
H 3.898 -0.327 -0.348 0.29
H -0.987 1.918 -1.868 0.37
H 0.720 1.515 -2.582 0.31
H 0.434 2.371 -0.907 0.34
H -2.187 -0.979 2.235 0.33
H -0.609 -1.472 2.851 0.29
H -0.657 0.209 2.242 0.39
H 0.497 -1.510 0.631 0.38
H -1.096 -2.205 0.397 0.36
H -1.729 0.214 -0.251 0.29

# 4
18
Properties=species:S:1:pos:R:3:mulliken_charge:R:1 method="wB97M-V/def2-TZVPD" smiles="C=N/C=C/CC[NH3+]" total_charge=+1 lumo_ev=-3.46 homo_energy_ev=-12.67
C 0.392 1.777 -2.766 -0.17
N 0.557 1.507 -1.554 -0.41
C -0.111 0.453 -0.935 -0.10
C 0.536 -0.516 -0.284 -0.45
C -0.169 -1.604 0.476 -0.65
C -0.105 -1.369 1.973 -0.64
N -0.693 -0.005 2.251 -0.27
H -0.242 1.193 -3.441 0.24
H 0.881 2.614 -3.252 0.27
H -1.200 0.474 -0.991 0.36
H 1.627 -0.546 -0.328 0.35
H 0.233 -2.594 0.262 0.36
H -1.212 -1.672 0.173 0.34
H -0.682 -2.099 2.531 0.37
H 0.904 -1.342 2.367 0.36
H -0.720 0.210 3.247 0.37
H -1.639 0.052 1.868 0.34
H -0.137 0.673 1.714 0.35

# 5
19
Properties=species:S:1:pos:R:3:mulliken_charge:R:1 method="wB97M-V/def2-TZVPD" smiles="C=NCC[C@H](N)C[O-]" total_charge=-1 lumo_ev=3.53 homo_energy_ev=-2.63
C -3.299 0.979 -0.544 -0.22
N -2.360 0.545 -1.243 -0.40
C -1.392 -0.435 -0.630 -0.39
C -0.017 0.278 -0.442 -0.74
C 1.201 -0.502 0.177 0.36
N 1.010 -0.834 1.596 -0.83
C 2.551 0.433 0.264 -0.49
O 3.477 -0.060 0.992 -0.87
H -4.036 1.681 -1.003 0.25
H -3.565 0.687 0.527 0.23
H -1.956 -1.037 0.324 0.20
H -1.084 -1.281 -1.308 0.24
H 0.305 0.680 -1.472 0.16
H -0.118 1.195 0.173 0.26
H 1.415 -1.471 -0.470 0.22
H 1.975 -0.902 1.978 0.34
H 0.886 -1.886 1.544 0.24
H 2.726 0.428 -0.854 0.18
H 2.281 1.502 0.394 0.25

# 6
19
Properties=species:S:1:pos:R:3:mulliken_charge:R:1 method="wB97M-V/def2-TZVPD" total_charge=+1 lumo_ev=-2.88 homo_energy_ev=-14.07
C -2.480 0.428 1.237 0.12
C -2.929 0.224 0.127 -0.37
C 1.445 -0.337 0.685 0.13
C -3.556 -0.128 -1.110 -1.28
C 3.864 0.009 0.209 -0.69
N 0.171 -0.177 0.401 0.17
N 2.367 -0.018 -0.124 -0.18
O -0.160 0.276 -0.929 -0.38
H -2.284 0.630 2.241 0.55
H 1.721 -0.948 1.626 0.24
H -3.410 0.689 -1.870 0.38
H -4.574 -0.249 -0.800 0.30
H -2.959 -0.891 -1.649 0.37
H 3.894 -0.402 1.196 0.30
H 4.412 -0.736 -0.350 0.31
H 4.222 1.021 -0.141 0.28
H -0.658 -0.209 0.953 0.16
H -1.192 0.253 -0.798 0.31
H 2.107 0.564 -0.903 0.28

# 7
19
Properties=species:S:1:pos:R:3:mulliken_charge:R:1 method="wB97M-V/def2-TZVPD" smiles="C[NH2+][C@@]1(C)CNC1=O" total_charge=+1 lumo_ev=-3.59 homo_energy_ev=-14.25
C -0.916 -0.271 -1.743 -0.75
N 0.295 0.099 -1.054 -0.03
C 0.034 0.070 0.357 0.46
C 0.139 -1.249 1.012 -1.32
C 0.908 1.478 1.249 -0.47
N -0.528 1.888 1.443 -0.08
C -1.261 0.853 0.856 0.06
O -2.437 0.745 0.724 -0.51
H -1.844 0.346 -1.613 0.32
H -0.798 -0.476 -2.837 0.38
H -1.241 -1.286 -1.320 0.30
H 0.684 1.028 -1.242 0.43
H 1.088 -0.495 -1.338 0.37
H -0.525 -1.274 1.912 0.36
H 1.149 -1.378 1.472 0.37
H -0.013 -2.175 0.430 0.36
H 1.658 1.136 1.931 0.34
H 1.344 1.961 0.242 0.18
H -0.910 2.487 2.118 0.24

# 8
19
Properties=species:S:1:pos:R:3:mulliken_charge:R:1 method="wB97M-V/def2-TZVPD" total_charge=+1 lumo_ev=-3.94 homo_energy_ev=-13.23
N -0.422 1.185 -2.919 -0.31
C -0.361 -0.045 -2.393 0.22
N -0.089 -0.204 -1.131 -0.03
C -0.068 0.777 -0.013 -0.42
C -0.707 0.059 1.183 -0.96
C 0.087 -1.071 1.897 -0.45
C 1.477 -0.664 2.195 -0.04
O 1.929 -0.430 3.278 -0.42
H -0.546 1.974 -2.311 0.20
H -0.246 1.262 -3.908 0.24
H -0.585 -0.882 -3.047 0.37
H 0.085 -1.146 -0.805 0.19
H 0.984 0.956 0.258 0.24
H -0.617 1.651 -0.341 0.40
H -1.701 -0.256 0.909 0.44
H -0.922 0.759 2.018 0.38
H 0.064 -1.890 1.141 0.26
H -0.454 -1.563 2.702 0.40
H 2.094 -0.472 1.286 0.31

# 9
19
Properties=species:S:1:pos:R:3:mulliken_charge:R:1 method="wB97M-V/def2-TZVPD" total_charge=+1 lumo_ev=-3.42 homo_energy_ev=-13.32
O 1.650 -2.353 -0.197 -0.47
C 1.912 -1.183 -0.444 0.17
C 1.142 -0.320 -1.417 -0.65
N -0.223 -0.954 -1.647 -0.24
H 2.756 -0.663 0.010 0.40
H 1.010 0.677 -1.085 0.35
H 1.706 -0.251 -2.342 0.41
H -0.537 -0.711 -2.606 0.38
H -0.088 -2.002 -1.460 0.41
H -0.893 -0.585 -0.910 0.28
C -0.285 0.454 1.413 -0.34
C 0.414 1.527 1.890 -0.63
C -2.527 0.745 0.695 -0.27
N -1.285 0.425 0.390 -0.30
H 0.038 -0.553 1.712 0.37
H 0.254 2.552 1.549 0.28
H 1.024 1.420 2.786 0.28
H -3.293 0.869 -0.074 0.26
H -2.776 0.906 1.735 0.30

# 10
19
Properties=species:S:1:pos:R:3:mulliken_charge:R:1 method="wB97M-V/def2-TZVPD" total_charge=+1 lumo_ev=-3.50 homo_energy_ev=-14.15
C 0.658 0.825 -0.185 0.33
C 1.490 -0.307 1.539 0.16
C -1.659 0.186 -0.266 -1.21
C -0.533 0.913 -2.376 -1.45
C -0.369 0.203 -1.040 0.64
N 2.324 0.459 2.196 -0.37
N 1.198 -1.512 1.877 -0.29
O 1.259 1.783 -0.128 -0.29
H -2.324 -0.274 -1.045 0.33
H -1.913 -0.265 0.642 0.40
H -1.906 1.290 -0.120 0.34
H -1.283 0.660 -3.025 0.45
H -0.437 2.018 -2.223 0.35
H 0.516 0.872 -2.961 0.32
H -0.120 -0.831 -1.353 0.28
H 2.251 1.426 2.021 0.25
H 2.648 0.319 3.205 0.27
H 0.401 -1.958 1.389 0.25
H 1.663 -2.104 2.610 0.25

# 11
19
Properties=species:S:1:pos:R:3:mulliken_charge:R:1 method="wB97M-V/def2-TZVPD" total_charge=+1 lumo_ev="-4.56 / -5.56" homo_energy_ev="-13.33 / -12.93"
C -1.102 0.475 0.162 -0.39
C -1.517 -0.776 -0.063 0.00
C 0.177 0.700 0.624 0.33
C -3.016 -0.989 -0.224 -1.30
C 2.524 0.065 -1.216 -0.89
N 2.112 -0.735 -0.090 -0.03
N 0.685 1.347 1.579 -0.25
O 2.945 -0.403 0.931 -0.40
H -1.811 1.332 0.038 0.33
H -0.801 -1.549 0.029 0.48
H -3.593 -0.869 0.608 0.37
H -3.514 -0.232 -0.901 0.34
H -3.291 -1.914 -0.668 0.37
H 3.035 0.895 -1.076 0.48
H 3.031 -0.614 -1.955 0.32
H 1.672 0.473 -1.901 0.29
H 0.136 1.888 2.324 0.29
H 1.683 1.323 1.506 0.29
H 2.657 -0.907 1.716 0.37

# 12
19
Properties=species:S:1:pos:R:3:mulliken_charge:R:1 method="wB97M-V/def2-TZVPD" total_charge=+2 lumo_ev="-7.31 / -12.24" homo_energy_ev="-18.09 / -18.06" spin_multiplicity=2
O 1.065 -0.591 -1.637 -0.33
C 1.063 -1.560 -0.945 -0.13
C 0.633 -1.423 0.527 0.15
C -0.610 -0.520 0.734 -0.75
C -0.251 0.929 0.487 -0.37
C -0.881 1.683 -0.388 -0.37
N -0.259 2.900 -0.948 -0.29
N 0.368 -2.711 1.131 -0.12
H 1.465 -2.534 -1.278 0.38
H 1.453 -0.991 1.114 0.31
H -1.449 -0.871 0.127 0.48
H -1.054 -0.622 1.737 0.47
H 0.743 1.192 0.812 0.36
H -1.857 1.494 -0.813 0.35
H 0.621 2.751 -1.455 0.37
H -0.906 3.433 -1.540 0.39
H -0.026 3.589 -0.220 0.41
H -0.126 -2.694 2.028 0.34
H 0.007 -3.456 0.526 0.35

| no. | E (Ha) |
| --- | --- |
| 1 | -306.178633 |
| 2 | -306.228384 |
| 3 | -306.209325 |
| 4 | -306.336251 |
| 5 | -381.780946 |
| 6 | -381.462564 |
| 7 | -381.529991 |
| 8 | -381.596630 |
| 9 | -381.550382 |
| 10 | -381.544466 |
| 11 | -381.395749 |
| 12 | -381.111238 |